No. 1
{
  "formula": "C10H14N4O",
  "method": "ωB97M-V/def2-TZVPD",
  "relative_energy_kj_mol": 303.7,
  "total_charge": 0,
  "lumo_energy_ev": [0.179, 0.180],
  "elements": ["O", "N", "N", "N", "N", "C", "C", "C", "C", "C", "C", "C", "C", "C", "C", "H", "H", "H", "H", "H", "H", "H", "H", "H", "H", "H", "H", "H", "H"],
  "coordinates": [[-0.54739, 1.70741, -1.86539], [0.95835, 0.18997, -0.87945], [-2.09861, -1.09483, 0.60587], [-1.19829, -0.70797, -0.18202], [1.30223, 2.58373, -3.68278], [-1.40563, -0.06716, 2.68493], [2.23207, -0.35627, -0.93925], [-1.96249, -0.99876, 1.92092], [0.06748, -0.48764, 0.01231], [0.56498, 1.12964, -1.85079], [-1.75792, -0.68552, -1.58788], [1.59421, 1.59325, -2.78097], [-1.48274, -0.03116, 4.20205], [2.88431, 1.14330, -2.66982], [3.19989, 0.14091, -1.75216], [-2.08389, 0.85992, 4.60100], [-2.54812, -1.77450, 2.36187], [-1.67390, -1.03178, 4.73311], [0.24199, 2.71512, -3.67913], [-2.27657, -1.68381, -1.61171], [1.60486, 2.43762, -4.57249], [-0.47129, 0.12395, 4.39952], [-2.58307, 0.11126, -1.66557], [3.60346, 1.42532, -3.47982], [4.07606, -0.48211, -1.73273], [-1.18558, 0.79169, 2.07004], [0.47759, -0.42234, 1.01200], [-0.95389, -0.52551, -2.31268], [2.36971, -1.18947, -0.25300]]
}


No. 2
{
  "formula": "C25H57Cl14NO4",
  "method": "ωB97M-V/def2-TZVPD",
  "total_charge": 0,
  "lumo_energy_ev": 0.115,
  "elements": ["Cl", "Cl", "Cl", "Cl", "Cl", "Cl", "Cl", "Cl", "Cl", "Cl", "Cl", "Cl", "Cl", "Cl", "O", "O", "O", "O", "N", "C", "C", "C", "C", "C", "C", "C", "C", "C", "C", "C", "C", "C", "C", "C", "C", "C", "C", "C", "C", "C", "C", "C", "C", "C", "H", "H", "H", "H", "H", "H", "H", "H", "H", "H", "H", "H", "H", "H", "H", "H", "H", "H", "H", "H", "H", "H", "H", "H", "H", "H", "H", "H", "H", "H", "H", "H", "H", "H", "H", "H", "H", "H", "H", "H", "H", "H", "H", "H", "H", "H", "H", "H", "H", "H", "H", "H", "H", "H", "H", "H", "H"],
  "coordinates": [[-11.11992, -11.95607, -2.49084], [-10.45344, -8.22347, 0.56995], [-7.11194, -14.95697, 1.12495], [-4.53197, -11.15962, -2.35930], [-12.10103, -7.56476, 3.39886], [-8.80098, -3.23427, -0.48002], [-6.61713, -11.04009, 2.17736], [-8.31094, -12.77286, -1.05174], [-2.64716, -8.55673, -1.08899], [-4.26034, -8.45586, -5.99603], [-4.07994, -4.46706, -4.36353], [-9.00608, -11.55687, 4.50222], [-5.63824, -6.08065, -1.28364], [-13.47329, -13.39033, -4.39767], [-12.77394, -7.93755, -6.19134], [-9.69583, -5.34463, -6.22108], [-9.05964, -10.13190, -5.66243], [-7.27541, -8.08907, -3.15584], [-8.88358, -9.65723, -3.27474], [-7.71763, -9.36979, -1.17811], [-7.92265, -8.99280, -2.62395], [-7.82553, -5.24534, -4.75959], [-7.62847, -10.15566, -5.40244], [-12.17194, -8.67969, -4.01793], [-6.93111, -9.93771, -6.76760], [-6.67489, -13.48068, -1.18065], [-7.34706, -11.49269, -4.78238], [-12.91303, -9.05481, -5.28764], [-8.32802, -7.29681, -6.25997], [-7.23785, -5.38690, -0.97522], [-12.46839, -14.18839, -3.15599], [-4.42777, -8.56009, -1.50458], [-11.66062, -6.88502, 0.77153], [-7.19353, -3.87160, -0.93618], [-8.65721, -10.01184, 3.64671], [-8.21331, -10.23603, 2.23334], [-4.61884, -9.40853, -2.72656], [-4.26324, -6.68697, -5.89804], [-6.59292, -14.86934, -0.55473], [-12.31726, -10.27773, -5.94417], [-12.71040, -7.30432, 1.76953], [-11.07168, -13.63807, -3.11057], [-4.21871, -6.24368, -4.43211], [-8.84149, -6.17694, -5.37186], [-3.32456, -6.65206, -3.96818], [-12.11305, -11.12142, -5.28424], [-7.42476, -9.27918, -4.77636], [-12.79377, -7.14403, -5.65170], [-10.60680, -13.63718, -4.09517], [-8.04618, -9.27556, 1.73856], [-11.08087, -6.05262, 1.16548], [-9.55124, -9.39052, 3.65598], [-12.44139, -15.22755, -3.48472], [-7.87553, -11.66272, -3.84329], [-12.16622, -9.44184, -3.23234], [-8.01206, -8.45259, -0.66023], [-9.34032, -10.47267, -2.89820], [-13.47848, -6.53010, 1.82788], [-9.23970, -9.46641, -6.33245], [-5.86384, -9.78036, -6.62583], [-11.14180, -8.39534, -4.24083], [-9.16776, -7.81866, -6.71362], [-12.96202, -14.15714, -2.18857], [-12.05598, -6.60484, -0.19959], [-5.14019, -6.55922, -3.94866], [-7.11556, -5.75838, -4.09834], [-6.53548, -13.54800, -2.25594], [-7.80618, -8.00014, -5.59460], [-13.24734, -8.19337, 1.44127], [-7.54005, -5.79223, -0.01259], [-5.13319, -6.23214, -6.36335], [-8.85368, -10.74887, 1.51746], [-5.61730, -9.26446, -3.13754], [-3.83298, -9.19331, -3.44233], [-10.49126, -5.13155, -5.72951], [-6.73327, -9.65360, -0.82043], [-6.27172, -11.57271, -4.60398], [-7.43522, -9.15518, -7.33592], [-9.54741, -6.64044, -4.67409], [-9.03122, -9.45460, -4.25228], [-6.46524, -3.52154, -0.20957], [-7.85876, -9.51192, 4.18724], [-8.24485, -4.45618, -4.13119], [-10.43036, -14.25985, -2.48687], [-12.97528, -10.62640, -6.74043], [-7.62476, -12.30159, -5.46102], [-7.20517, -4.72824, -5.49458], [-6.94646, -3.43934, -1.90224], [-4.71226, -7.52468, -1.67534], [-12.53317, -7.79949, -3.46653], [-7.11126, -10.82561, -7.38153], [-11.33334, -10.02410, -6.34450], [-5.95592, -12.81152, -0.72079], [-7.59004, -7.00631, -7.00872], [-5.55040, -15.18135, -0.59410], [-8.43107, -10.15288, -0.92452], [-7.87990, -5.76383, -1.76874], [-13.97220, -9.14823, -5.01917], [-7.19304, -15.54443, -1.16220], [-4.97107, -8.89372, -0.62549], [-3.33229, -6.36970, -6.36115]]
}


No. 3
{
  "formula": "C6H14N2",
  "method": "ωB97M-V/def2-TZVPD",
  "relative_energy_kj_mol": 510.4,
  "total_charge": 0,
  "lumo_energy_ev": [0.201, -0.210],
  "elements": ["N", "N", "C", "C", "C", "C", "C", "C", "H", "H", "H", "H", "H", "H", "H", "H", "H", "H", "H", "H", "H", "H"],
  "coordinates": [[1.69769, -0.22146, 0.74503], [-1.01930, 0.82864, 1.27345], [1.08783, 1.66415, -0.90341], [-0.98470, -1.33341, 0.17995], [0.75578, 0.36862, -0.58526], [-0.84770, 0.11569, 0.03115], [1.49756, -1.55782, 1.00629], [-1.75697, 0.68555, -1.04958], [-2.80270, 0.55813, -0.76431], [-1.50187, -1.67988, 1.06875], [2.14552, -2.30284, 0.53923], [0.19765, -1.76031, 0.46738], [-0.27350, 0.58034, 1.91739], [0.86975, -0.33949, -1.41146], [-1.58519, 0.18882, -2.00488], [-0.93489, 1.82684, 1.11042], [2.60653, -0.07215, 0.32982], [1.06357, 2.44651, -0.15456], [1.40540, 1.93953, -1.89861], [-1.53639, 1.74875, -1.18367], [-1.25709, -1.86882, -0.72500], [1.17300, -1.81537, 2.01188]]
}


No. 4
{
  "formula": "C2H4O3",
  "method": "ωB97M-V/def2-TZVPD",
  "relative_energy_kj_mol": 137.4,
  "total_charge": 0,
  "lumo_energy_ev": 0.445,
  "smiles": "O=CO.C=O",
  "elements": ["O", "O", "O", "C", "C", "H", "H", "H", "H"],
  "coordinates": [[-0.51909, -0.13731, -1.14760], [1.38698, -1.33028, 2.86330], [-0.89257, 2.04734, -1.38328], [-0.85307, 0.76761, -1.82477], [0.95409, -1.50609, 1.74683], [1.18370, -0.76046, 0.98900], [0.33409, -2.39200, 1.57262], [-1.14267, 0.79343, -2.90092], [-1.44569, 2.58458, -1.92871]]
}


No. 5
{
  "formula": "C44H61Br2N5O5Ti",
  "method": "ωB97M-V/def2-TZVPD",
  "multiplicity": 3,
  "s_squared": 2.026,
  "relative_energy_kj_mol": 0.0,
  "total_charge": -2,
  "lumo_energy_ev": [3.614, 2.590],
  "elements": ["Br", "Br", "Ti", "O", "O", "O", "O", "O", "N", "N", "N", "N", "N", "C", "C", "C", "C", "C", "C", "C", "C", "C", "C", "C", "C", "C", "C", "C", "C", "C", "C", "C", "C", "C", "C", "C", "C", "C", "C", "C", "C", "C", "C", "C", "C", "C", "C", "C", "C", "C", "C", "C", "C", "C", "C", "C", "C", "H", "H", "H", "H", "H", "H", "H", "H", "H", "H", "H", "H", "H", "H", "H", "H", "H", "H", "H", "H", "H", "H", "H", "H", "H", "H", "H", "H", "H", "H", "H", "H", "H", "H", "H", "H", "H", "H", "H", "H", "H", "H", "H", "H", "H", "H", "H", "H", "H", "H", "H", "H", "H", "H", "H", "H", "H", "H", "H", "H", "H"],
  "coordinates": [[-4.83870, -2.48370, -0.18625], [-7.77776, -1.50547, 4.44358], [-1.19761, -0.35942, 0.76262], [0.90737, -0.72040, 0.41564], [-0.98973, 1.39810, -0.01511], [-1.66003, -1.01442, -1.06192], [-3.15411, 0.05027, 1.27653], [-1.71652, -3.23380, -1.50239], [-1.81601, 1.47792, -3.83429], [-1.58201, -2.34040, 0.69715], [-0.66641, -0.22600, 2.60858], [-5.22600, 2.06499, 1.53859], [0.78035, 0.42848, -2.62209], [-0.74978, 0.78960, -4.56580], [4.84983, 4.66181, -0.01772], [4.93517, 2.22801, 0.47867], [-2.20221, 3.25363, 1.87861], [4.17662, 3.52866, 0.77070], [1.80928, -1.57396, -1.61693], [-2.32292, 2.54835, -4.68819], [-6.70097, -0.79805, 3.09591], [-1.73580, -2.27803, -0.71908], [-0.61884, 4.97430, 2.54078], [1.87579, -2.69766, -2.40263], [-6.22060, -1.70294, 2.08772], [-2.95508, 0.57197, -3.57601], [0.58200, 1.85078, -2.39272], [0.97044, 2.34198, -1.01497], [1.53043, -1.67977, -0.23019], [0.05395, 2.22701, 0.09940], [-5.33499, 0.85272, 2.04380], [0.33596, 2.98831, 1.28900], [2.64862, 3.33979, 0.51548], [0.24792, -5.74059, -2.52164], [1.74071, -5.25347, -2.61824], [2.50870, -2.96027, 1.80074], [1.83808, -4.00440, -1.83714], [1.28362, -3.26411, 2.66932], [2.18372, 2.97142, -0.78473], [2.01316, -2.90658, 0.35832], [-0.72123, 3.45412, 2.29539], [-7.10065, 1.66099, 3.56346], [-6.00559, 3.05245, 1.92981], [2.55682, -6.42779, -2.08950], [2.11042, -4.03890, -0.47978], [0.06378, -0.17804, -3.67966], [3.07240, -1.62652, 2.27333], [4.35578, 3.87339, 2.26842], [-4.40764, -0.14858, 1.49837], [-5.20224, -1.32823, 1.25922], [3.57054, -4.07625, 2.01165], [-6.36392, 0.56330, 2.98211], [-0.45308, 2.77018, 3.67837], [1.65713, 3.46762, 1.49551], [2.10750, -4.91502, -4.12466], [2.01657, -0.22016, -2.23634], [-6.92831, 2.92394, 2.97139], [-0.64715, -1.00380, -3.30743], [4.46878, 1.38485, 1.06282], [5.95752, 2.35755, 0.84225], [-1.49943, 3.25569, -4.92385], [4.96342, 1.88301, -0.55593], [4.46842, 5.66615, 0.29353], [-7.81514, 1.45135, 4.37796], [0.10436, -6.70311, -3.10405], [3.46693, -1.75556, 3.31563], [2.73447, -0.28989, -3.09707], [-3.80026, 1.14396, -3.17188], [2.30619, -4.99672, 0.02798], [0.29851, 5.31343, 3.08256], [0.54548, 3.15399, 3.98365], [-0.00774, -5.90543, -1.45172], [2.34854, -0.79058, 2.21855], [-1.50576, 5.31786, 3.14381], [-5.83431, 3.96291, 1.37131], [-2.85316, 3.77538, 2.58768], [-0.08137, 1.50271, -4.99942], [3.65188, -6.11560, -2.23523], [-1.20059, -0.33310, 3.46815], [0.32976, -0.18363, 2.82901], [-2.59960, 2.20163, 1.76278], [-1.15796, 0.26019, -5.41362], [-2.04119, -3.14294, 1.15214], [-0.41716, 1.67722, 3.53478], [-3.25410, 0.06053, -4.49213], [1.75748, -2.58104, -3.48322], [2.97981, -4.22621, -4.14523], [4.72888, 4.56010, -1.11002], [1.29066, -4.47309, -4.71745], [3.90940, 3.06611, 2.85831], [3.99424, -1.28378, 1.66720], [3.28387, -5.07578, 1.64456], [5.42709, 3.96586, 2.46437], [2.90619, 3.10764, -1.55510], [3.88633, 4.78261, 2.58161], [-2.66658, -0.18819, -2.83645], [-0.51945, -5.00965, -2.86128], [2.52570, 0.43680, -1.49173], [4.54194, -3.82797, 1.48591], [1.21682, 2.38286, -3.16547], [-0.75611, 5.57729, 1.65043], [1.18850, -4.35720, 2.84174], [1.48352, -2.79554, 3.65795], [-2.73861, 2.18385, -5.63234], [2.33444, -6.66046, -1.02576], [-7.51200, 3.83321, 3.33077], [0.32197, -2.85640, 2.29883], [-1.26459, 3.00239, 4.38636], [2.42582, -5.85212, -4.64030], [1.85579, 3.95893, 2.47996], [-6.78212, -2.64541, 1.95866], [5.93748, 4.65330, 0.10135], [-0.55568, 1.99361, -2.61300], [-2.29266, 3.67722, 0.85887], [2.42265, -7.39364, -2.66073], [0.75830, -0.69648, -4.36778], [3.89817, -4.18313, 3.08151], [-3.05052, 3.16505, -4.12490]]
}


No. 6
{
  "formula": "C5H13N2",
  "method": "ωB97M-V/def2-TZVPD",
  "relative_energy_kj_mol": 469.1,
  "total_charge": 1,
  "lumo_energy_ev": -3.853,
  "elements": ["N", "N", "C", "C", "C", "C", "C", "H", "H", "H", "H", "H", "H", "H", "H", "H", "H", "H", "H", "H"],
  "coordinates": [[3.27613, -0.00253, -0.07766], [0.44551, -1.72856, -0.28446], [2.26612, 0.63094, 0.22200], [-1.10378, 1.64505, -0.12988], [0.10977, -0.53407, 0.33431], [-0.95490, 0.16581, -0.36295], [-2.35398, -0.56880, 0.09785], [-1.19376, 1.93526, 1.00103], [-0.16051, -1.71752, -1.10205], [0.74300, -2.59128, 0.19129], [0.43404, -0.41691, 1.28163], [-2.47733, -1.51569, -0.22435], [4.25488, 0.03739, 0.31474], [-0.26562, 2.33154, -0.43627], [-3.14453, 0.09133, -0.16541], [3.15527, -0.84635, -0.59146], [-1.97351, 2.16836, -0.54705], [2.27021, 1.57323, 0.74392], [-2.26774, -0.56387, 1.21416], [-1.05928, -0.09332, -1.47940]]
}


No. 7
{
  "formula": "C2H9NO3",
  "method": "ωB97M-V/def2-TZVPD",
  "relative_energy_kj_mol": 127.0,
  "total_charge": 0,
  "lumo_energy_ev": 0.636,
  "smiles": "CNC=O.O.O",
  "elements": ["O", "O", "O", "N", "C", "C", "H", "H", "H", "H", "H", "H", "H", "H", "H"],
  "coordinates": [[0.71348, -1.26440, -2.21880], [-0.84748, 0.99391, 0.75234], [-2.72462, 2.04542, -1.34232], [0.72393, -0.23764, 1.81514], [1.56980, -0.48087, 0.64860], [-0.55816, 0.18555, 1.60379], [1.17824, 0.13863, -0.15540], [-2.13834, 2.30125, -2.06413], [0.99197, -0.77519, 2.62763], [-2.11675, 1.97659, -0.59304], [0.33705, -2.02476, -2.68496], [1.65561, -1.49267, 0.29004], [-1.35574, -0.33472, 2.14313], [2.57437, -0.08702, 0.83901], [-0.00336, -0.94409, -1.66104]]
}


No. 8
{
  "formula": "C17H23N6O2Pb",
  "method": "ωB97M-V/def2-TZVPD",
  "relative_energy_kj_mol": 0.0,
  "total_charge": 3,
  "lumo_energy_ev": -10.760,
  "elements": ["Pb", "O", "O", "N", "N", "N", "N", "N", "N", "C", "C", "C", "C", "C", "C", "C", "C", "C", "C", "C", "C", "C", "C", "C", "C", "C", "H", "H", "H", "H", "H", "H", "H", "H", "H", "H", "H", "H", "H", "H", "H", "H", "H", "H", "H", "H", "H", "H", "H"],
  "coordinates": [[-0.88337, -0.65103, -0.73765], [2.72730, -1.39513, 0.43141], [0.78079, -2.13589, 1.83658], [1.61732, -2.76706, 2.22848], [-3.23702, -0.91958, 0.11198], [0.27594, 1.31539, -1.77085], [3.10025, -2.16956, 1.24936], [-2.38675, 0.25516, -2.45022], [-1.59870, 1.33987, 0.29488], [-3.45695, 0.02904, 1.21937], [5.78825, -3.94427, 2.88810], [6.70354, -2.58781, 1.06793], [5.44512, -2.16153, 0.73475], [-0.93395, 2.48644, 0.07993], [-2.71112, 1.33477, 1.05102], [-3.15681, 2.48328, 1.67691], [-4.15432, -0.77721, -1.04286], [4.34652, -2.63606, 1.49613], [4.51398, -3.54504, 2.56628], [6.86810, -3.48240, 2.13266], [0.25186, 2.47665, -0.86349], [-1.86845, 1.54486, -2.97422], [-2.43725, 3.65904, 1.51643], [-1.32171, 3.66450, 0.69345], [-3.76890, 0.39476, -1.92298], [-0.35815, 1.53008, -3.09271], [1.17299, 2.47969, -0.27713], [-3.81604, 1.33088, -1.36701], [-2.75950, 4.56821, 2.00692], [-5.18717, -0.65311, -0.70796], [-0.01798, 2.46496, -3.54446], [1.24244, 1.04764, -1.92658], [7.86275, -3.84300, 2.36485], [-0.76540, 4.57534, 0.51561], [5.95255, -4.63620, 3.70173], [7.56643, -2.23240, 0.52262], [-3.35232, -1.85820, 0.48191], [3.66600, -3.94543, 3.10292], [-2.19147, 2.32943, -2.28935], [5.27406, -1.46833, -0.07740], [-4.52095, 0.24213, 1.35031], [-0.03675, 0.71779, -3.74861], [0.24349, 3.40930, -1.43392], [-4.05496, 2.45850, 2.27949], [-4.11142, -1.70759, -1.61302], [-2.40100, -0.42066, -3.21271], [-4.48374, 0.47628, -2.74446], [-2.30843, 1.77071, -3.94750], [-3.11911, -0.44721, 2.14310]]
}


Computed energy, in the same sequence as the records: -683.55825 -7785.11311 -346.33278 -304.28937 -8360.74508 -307.44292 -362.06646 -1332.41389 Eh.
Computed molar mass, in the same sequence as the records: 206.25 932.08 114.19 76.05 947.68 101.17 95.10 550.61 g mol⁻¹.